(1)
Entry from the OMol25 dataset: a cluster of 14 separate species, C4H38N2O14 in total at a distorted geometry (the ωB97M-V functional and the def2-TZVPD basis).

The geometry in XYZ format:
```
58
Properties=species:S:1:pos:R:3:forces:R:3
C 0.8916 1.3344 -2.0243 -1.1691 -2.0770 -4.1489
N 1.7717 2.1575 -1.3056 0.9797 2.7608 -0.4414
C -0.1473 0.5659 -1.0543 2.0631 2.2507 -2.7547
C -1.2955 -0.0155 -1.8701 -0.2172 2.7403 0.3203
N 0.6628 -0.4615 -0.5385 0.7001 -3.7715 2.7091
C 1.2929 -0.1828 0.7986 -1.9672 0.1808 -1.2238
O 0.2440 -0.2169 1.7247 -0.9260 -0.3255 2.0802
H 1.4861 0.6074 -2.8218 -1.4066 0.9503 2.4770
H 0.3190 1.8488 -2.8909 0.6016 0.3002 1.9232
H 2.2284 2.8807 -1.9192 -0.5061 -1.1749 1.0458
H 2.4829 1.7228 -0.7192 -0.5172 0.0812 -0.3313
H -0.4270 1.4135 -0.3206 0.2305 -1.8231 -0.5905
H -1.5776 -0.9673 -1.6352 0.1575 -2.9846 0.7145
H -2.1630 0.4709 -1.4486 -0.6201 0.7473 -0.8752
H -1.1849 0.0374 -2.9576 -0.0602 0.3663 0.3261
H 0.0323 -1.3391 -0.4510 1.6744 1.7479 0.3307
H 1.6213 0.8373 0.8582 0.1944 0.5878 -0.4193
H 2.1720 -0.7513 1.0720 -0.1745 -0.9297 -0.1417
H 0.0720 -1.0649 2.2171 1.3568 0.6785 -1.1468
H -3.3455 0.1157 2.6904 1.4672 0.6968 0.0344
H -4.5087 0.2943 1.7525 0.4686 -1.1903 2.0738
O -4.2257 -0.2047 2.5994 -2.8157 0.7190 -2.3642
H -2.6233 2.6757 0.6220 -0.2218 1.2883 2.6973
H -1.7463 2.3684 -0.4701 0.8238 0.2477 -0.6343
O -2.6475 2.2916 -0.2119 -1.2306 -1.1418 -1.8400
H 0.6449 -3.5319 2.6868 -0.4103 0.3283 -0.2211
H -0.6987 -2.7150 2.5844 0.4140 -0.7125 -0.1501
O 0.2506 -2.6517 2.7735 -0.3435 -0.0907 0.4993
H -3.9850 -1.8903 1.7006 -1.8773 1.5816 -0.0764
H -2.8827 -2.4024 2.4191 -0.6598 -0.6086 -2.2478
O -3.2941 -2.4764 1.4857 2.7295 -1.2858 2.2961
H 1.0387 3.1938 1.2181 -1.6823 0.4166 0.0870
H 2.1434 3.4268 2.2960 -0.6625 -0.6039 -1.9805
O 1.9576 3.1560 1.3418 3.2980 0.1264 2.5391
H 4.0530 0.4381 -0.8848 -0.2696 1.1934 0.2097
H 3.6299 -0.9121 -1.5364 1.3314 0.8389 0.8296
O 4.3833 -0.4162 -1.0894 -0.3130 -1.0857 -0.9191
H 1.5895 -1.7737 -2.3948 -0.1160 0.3209 -0.6594
H 1.6194 -1.1105 -3.7847 0.4632 0.3230 -0.4292
O 1.0949 -1.6642 -3.2246 -0.4469 -0.9269 0.4183
H -0.1113 4.8457 -0.1299 0.7103 6.9412 -2.1400
H 0.2815 3.3415 -0.4921 1.5450 -0.0895 -1.6395
O -0.1321 4.0020 0.0325 -2.2020 -6.6911 3.0091
H -0.6834 3.4242 1.6072 0.5810 -0.7215 -1.9745
H -1.3441 2.4858 2.9423 1.0542 1.9182 -2.3644
O -1.0742 3.3544 2.4419 -2.0394 -0.8729 4.4508
H 2.2493 -2.2166 -0.7707 -0.7572 0.0159 1.2553
H 3.7342 -2.6384 -0.7029 1.8824 -0.4004 1.9044
O 3.0257 -2.4539 -1.2541 -1.7522 -0.6531 -2.8837
H 0.9004 -4.4795 -0.3459 -0.6140 1.2560 0.8445
H -0.1346 -3.6839 -1.0311 -0.2160 0.3370 1.2370
O 0.3222 -3.6874 -0.1403 0.8259 -1.7050 -1.9068
H -1.6700 -3.2160 -3.2586 0.8758 -0.2774 1.9471
H -0.3815 -2.7093 -2.7868 3.1087 2.1494 -1.3283
O -1.0765 -3.1824 -2.4413 -3.9918 -1.9161 -0.9380
H -1.1013 0.5546 2.3414 -0.6249 0.0217 1.0470
H -1.8787 0.3452 3.7357 0.5879 -1.8112 2.8649
O -1.8550 0.8252 2.9652 0.6860 1.7582 -3.4006
```
Forces are in eV/Å.

E_LUMO: 0.064 eV
Highest occupied orbital energy: -9.08 eV
Strongest force on any atom: 7.7 eV Å⁻¹
Multiplicity: 1
Relative energy (zero: lowest compared OMol25 entry of this formula, charge and spin): 575.9 kJ/mol

Atomic partial charges in e from the Mulliken method, atoms 1 to 2: -0.85 -0.17



(2)
Entry from the OMol25 dataset: a structure of composition C4H3AgO6 at a distorted geometry (the ωB97M-V functional and the def2-TZVPD basis).

The geometry in XYZ format:
```
14
Properties=species:S:1:pos:R:3:forces:R:3
O 0.8812 1.1762 0.8959 -7.1366 -1.8268 -1.1268
C -0.3277 1.0172 0.5230 6.1955 0.4066 3.5035
O -2.5594 0.6223 1.4143 0.2099 1.0353 0.4322
C -2.8093 -0.5889 0.9633 -0.6986 -1.2220 -0.2337
C -1.2051 0.9293 1.7539 -1.8108 0.0069 0.0736
O -1.9173 -1.4877 0.9354 1.7661 1.6980 0.8543
O -3.9874 -0.8508 0.5839 -0.2662 2.3241 0.6006
H -0.8223 0.2040 2.4880 0.1258 0.1400 -0.5846
H -1.2396 1.9231 2.2264 0.0563 -0.2695 -0.2898
Ag -3.3465 -2.7663 0.1130 -0.8706 -3.4986 -1.4002
O 3.4928 1.6163 0.4707 0.2194 -0.2430 0.7167
C 2.3938 1.6271 -0.2594 1.8453 1.9557 -2.7983
O 2.3074 1.6749 -1.4502 0.1389 -0.3990 0.5918
H 4.2764 1.7209 -0.0922 0.2254 -0.1077 -0.3391
```
Forces are in eV/Å.

E_LUMO (alpha / beta): -1.064 / -1.822 eV
Expectation value of S²: 2.01
Highest occupied orbital energy (alpha / beta): -6.82 / -9.33 eV
Strongest force on any atom: 7.5 eV Å⁻¹
Multiplicity: 3

Atomic partial charges in e from the Mulliken method, atoms 1 to 2: -0.27 0.01



(3)
Entry from the OMol25 dataset: a structure of composition C4H3AlF3NO6S2 at a distorted geometry (the ωB97M-V functional and the def2-TZVPD basis).

The geometry in XYZ format:
```
20
Properties=species:S:1:pos:R:3:forces:R:3
N 2.7970 0.2069 0.3047 -1.4290 -3.4268 -0.4484
S 1.9104 0.9629 1.5039 6.5830 10.6510 -2.3642
O 2.6991 1.1918 2.7264 -1.0526 -3.5054 1.0583
O 0.4171 0.9167 1.4807 -4.0522 -4.8035 0.1063
S 2.2805 -0.2806 -1.0797 6.8052 -0.9087 1.1298
O 0.7828 -0.2210 -1.1824 -1.7258 1.0486 -0.7422
O 3.3427 0.1431 -2.0021 -3.1374 0.1793 -0.0976
C 2.3585 -2.1187 -1.4936 0.6916 -0.1259 0.0112
F 1.5933 -2.4161 -2.5333 -0.5415 0.0892 -0.2492
F 3.5859 -2.5249 -1.7842 0.1158 0.4120 0.1794
F 1.9522 -2.8073 -0.4368 -0.5877 -0.3239 0.5646
Al -0.3692 0.0760 0.1013 1.7688 1.2376 1.4464
C -2.8275 1.8791 1.2039 -0.5312 0.5106 -0.5194
O -1.9138 0.7943 1.1285 -1.5829 -1.8983 -1.7668
C -2.1035 -0.2188 -0.0863 -0.7706 1.1730 1.2105
C -3.1936 -0.7465 -0.5444 -3.7961 -2.0507 -0.8999
O -4.1572 -1.3095 -0.9668 3.0427 1.9303 1.1435
H -2.5870 2.4415 2.1138 -0.0721 -0.3003 -0.1989
H -2.7084 2.5345 0.3297 -0.0568 -0.0930 0.2069
H -3.8593 1.4968 1.2166 0.3290 0.2048 0.2296
```
Forces are in eV/Å.

E_LUMO: -1.920 eV
Highest occupied orbital energy: -6.69 eV
Strongest force on any atom: 12.7 eV Å⁻¹
Multiplicity: 1

Atomic partial charges in e from the Mulliken method, atoms 1 to 2: -0.37 0.37